Model i:
{
  "formula": "C10H10N2O",
  "method": "ωB97M-V/def2-TZVPD",
  "elements": ["H", "N", "C", "C", "C", "C", "H", "H", "N", "C", "H", "C", "H", "C", "O", "H", "C", "H", "H", "H", "C", "C", "H"],
  "positions_angstrom": [[-2.672, -1.855, 0.073], [-1.034, -1.091, 0.038], [3.981, -0.142, -0.090], [-3.081, -0.106, -0.200], [3.256, -1.239, -0.113], [1.851, -1.247, 0.080], [3.921, 2.430, -0.310], [1.013, -1.928, -0.157], [-2.259, -1.154, 0.240], [2.014, 1.130, -0.019], [-0.645, 2.036, 0.493], [1.213, 0.007, 0.031], [5.100, 0.149, -0.436], [-2.441, 1.149, -0.311], [-4.346, -0.137, -0.201], [-2.895, 2.274, -0.051], [3.294, 1.133, -0.052], [-1.116, 1.294, 1.658], [3.607, -2.041, -0.038], [1.470, 2.053, -0.100], [-0.292, 0.015, 0.148], [-1.063, 1.167, 0.470], [-2.358, 1.203, -1.138]],
  "homo_ev": -8.451
}

=====

Model ii:
{
  "formula": "C10H10N2O",
  "method": "ωB97M-V/def2-TZVPD",
  "elements": ["H", "C", "H", "H", "H", "N", "H", "C", "O", "C", "C", "C", "H", "H", "H", "C", "C", "H", "C", "H", "C", "C", "N"],
  "positions_angstrom": [[-6.492, -0.315, 0.863], [0.969, -0.979, 0.160], [-1.706, 0.596, 1.243], [-0.946, 1.389, -1.487], [0.823, -0.163, 2.003], [-3.594, 0.757, 0.781], [-2.811, -0.375, -2.026], [-1.325, 0.507, -0.768], [-4.764, -0.730, -0.244], [0.195, -0.368, 1.160], [-2.448, -0.351, -0.986], [0.062, -1.481, -0.786], [2.824, -1.920, 0.881], [-0.673, 1.810, 0.690], [2.856, -0.158, 0.693], [-0.913, 0.764, 0.583], [-3.543, -0.172, -0.124], [2.764, -1.192, -0.754], [-1.071, -0.938, -1.042], [-0.629, -0.939, 1.445], [2.442, -1.104, 0.241], [-5.569, 0.017, 0.544], [-4.859, 0.955, 1.089]],
  "homo_ev": -8.193
}

=====

Which of them is the most stable? Correct choice: model ii.

=====

Model i:
{
  "formula": "C21H54Mn2N5O18S3",
  "method": "ωB97M-V/def2-TZVPD",
  "elements": ["O", "S", "O", "N", "N", "H", "H", "H", "C", "O", "H", "C", "O", "H", "C", "H", "C", "H", "Mn", "N", "C", "H", "C", "H", "H", "H", "H", "H", "H", "O", "O", "O", "O", "O", "H", "O", "H", "C", "H", "H", "H", "H", "C", "C", "H", "H", "O", "H", "H", "H", "H", "Mn", "H", "H", "H", "O", "C", "H", "N", "H", "H", "H", "H", "H", "H", "H", "H", "C", "C", "S", "H", "O", "C", "H", "H", "N", "C", "C", "C", "O", "H", "H", "H", "C", "O", "O", "H", "H", "S", "H", "C", "O", "H", "O", "C", "H", "H", "H", "C", "H", "H", "C", "H"],
  "positions_angstrom": [[-0.310, -4.759, -2.362], [2.815, 4.581, -3.526], [2.887, 3.683, 0.842], [0.693, -1.339, 0.204], [1.762, 3.247, 0.992], [1.833, 5.380, -1.514], [-2.965, 2.053, 1.150], [-5.516, -3.138, 2.136], [-0.629, -7.162, -2.229], [1.605, 1.996, 1.319], [-2.881, -3.994, -0.985], [2.788, 5.498, -2.011], [1.761, 5.032, -4.375], [1.155, -6.130, -2.831], [0.552, 1.412, 4.288], [-3.945, -2.775, 2.783], [-2.303, 1.726, -4.672], [3.779, 2.747, -1.488], [2.676, 0.356, 2.195], [1.357, 0.187, 3.990], [-2.417, -3.707, -0.052], [3.323, 0.224, -1.698], [-2.976, 1.839, -0.965], [-3.913, 1.521, -3.228], [3.578, 5.067, -1.397], [1.188, -0.172, 6.759], [-1.409, 4.159, -1.177], [2.412, -1.455, 6.487], [1.820, -3.444, -1.919], [4.130, 4.476, -4.042], [-1.034, -2.539, -2.604], [-2.123, -1.624, 1.525], [2.376, 3.143, -2.995], [1.260, -0.713, 1.111], [-0.207, -6.047, -4.014], [-0.041, -0.682, -0.573], [-1.781, 0.862, 0.524], [2.193, -0.394, 6.407], [2.025, 1.160, -1.212], [-1.700, -6.935, -2.164], [1.744, -1.993, -3.045], [-2.060, 0.670, -4.824], [-4.747, -2.368, 2.169], [-0.659, 1.591, 3.367], [-0.275, 1.973, -1.214], [-4.664, -0.204, 2.295], [-0.271, -3.773, -4.599], [-5.296, -1.057, 3.753], [2.150, -3.575, -3.651], [4.203, 2.135, -3.123], [-2.943, 2.063, -5.485], [-1.480, -0.491, -2.189], [-0.118, -0.962, 5.057], [2.929, 0.070, 7.068], [-0.553, -8.065, -2.823], [5.329, 1.768, 0.754], [2.445, 0.257, 5.043], [-3.499, 2.798, -1.087], [-2.144, 1.557, -2.176], [2.798, 1.277, 5.177], [3.023, 6.529, -2.259], [-3.155, 3.090, -3.236], [-0.302, -7.154, -1.191], [-0.221, -0.892, 3.325], [0.595, -3.155, 4.234], [-3.843, 1.175, -0.991], [3.353, -0.231, 4.629], [-2.947, 2.024, -3.333], [-0.881, 3.800, -2.061], [-0.119, -3.482, -3.230], [2.177, 0.667, -2.988], [-4.363, -2.250, 0.747], [-0.842, 2.275, -2.104], [-6.269, -0.844, 2.296], [-0.489, 1.156, 2.381], [5.175, 0.617, 0.399], [3.402, 2.297, -2.408], [2.672, 1.016, -2.078], [1.216, -2.309, 3.947], [4.077, -0.001, 0.730], [-1.457, 2.574, 0.432], [1.580, -2.478, 2.930], [0.322, 1.546, 5.346], [0.490, -0.992, 4.151], [0.740, 3.908, 0.824], [-2.894, -1.211, -0.780], [0.135, 4.136, -1.846], [-1.339, -3.831, 0.026], [-2.859, -2.067, 0.391], [1.192, 2.249, 3.994], [0.077, -6.034, -2.967], [5.986, 0.010, -0.277], [2.149, -2.361, 4.520], [0.811, -2.553, 0.093], [-5.260, -1.036, 2.665], [-1.401, 2.338, -4.753], [-1.573, 1.102, 3.722], [-1.190, 4.253, -2.999], [-2.251, 1.833, 0.356], [-2.826, -4.274, 0.789], [-0.113, 1.955, -2.864], [1.560, -3.055, -2.895], [-0.844, 2.648, 3.187]],
  "homo_ev": [-11.029, -11.162],
  "charge": 1,
  "multiplicity": 11
}

=====

Model ii:
{
  "formula": "C21H54Mn2N5O18S3",
  "method": "ωB97M-V/def2-TZVPD",
  "elements": ["H", "H", "H", "C", "H", "C", "H", "H", "H", "H", "H", "O", "S", "C", "N", "H", "H", "H", "H", "C", "C", "H", "O", "H", "N", "O", "H", "O", "H", "C", "O", "C", "C", "N", "H", "O", "H", "O", "H", "O", "Mn", "O", "O", "O", "H", "O", "H", "H", "H", "S", "H", "C", "C", "H", "Mn", "H", "C", "O", "C", "H", "H", "H", "H", "H", "H", "C", "N", "C", "O", "H", "H", "H", "H", "H", "H", "H", "H", "H", "H", "O", "H", "C", "O", "H", "C", "C", "O", "C", "H", "C", "H", "H", "H", "S", "H", "H", "O", "H", "H", "N", "C", "C", "H"],
  "positions_angstrom": [[-10.133, -27.138, 12.344], [-10.714, -18.241, 18.470], [-9.095, -21.994, 19.156], [-14.657, -17.123, 18.065], [-9.275, -17.096, 11.337], [-6.197, -17.766, 13.404], [-11.547, -16.854, 13.184], [-5.461, -20.779, 15.715], [-4.678, -18.378, 7.794], [-6.482, -21.484, 18.433], [-12.755, -17.921, 14.101], [-5.315, -15.893, 9.152], [-9.017, -19.743, 17.546], [-6.976, -23.231, 14.004], [-10.876, -20.664, 9.231], [-9.329, -23.002, 14.995], [-5.998, -23.115, 13.538], [-6.742, -18.679, 13.137], [-6.800, -17.097, 12.777], [-11.276, -23.684, 14.652], [-5.573, -18.628, 15.626], [-7.406, -24.115, 12.258], [-10.854, -20.884, 10.484], [-6.260, -21.291, 20.113], [-10.232, -20.025, 14.031], [-7.826, -21.449, 11.655], [-4.315, -16.487, 14.897], [-7.283, -17.249, 9.892], [-9.434, -26.622, 13.932], [-4.835, -17.956, 12.737], [-11.351, -19.870, 14.513], [-10.162, -26.403, 13.153], [-13.993, -16.588, 16.811], [-6.864, -21.248, 10.813], [-5.059, -18.802, 9.522], [-8.427, -19.951, 19.016], [-4.316, -18.822, 13.148], [-10.384, -16.945, 15.905], [-10.247, -18.486, 10.782], [-10.005, -21.030, 13.326], [-8.364, -17.399, 15.242], [-9.006, -20.980, 16.837], [-7.160, -21.237, 9.620], [-9.960, -21.061, 8.483], [-6.915, -22.840, 19.565], [-7.051, -16.511, 7.517], [-8.787, -18.890, 11.437], [-6.877, -23.397, 15.082], [-15.445, -16.434, 18.352], [-11.695, -16.394, 15.586], [-5.343, -16.297, 16.287], [-9.236, -18.079, 10.861], [-5.967, -20.026, 15.111], [-11.660, -22.738, 14.263], [-9.843, -22.319, 11.722], [-14.794, -18.189, 17.886], [-8.356, -21.298, 19.554], [-9.309, -19.208, 14.259], [-9.730, -25.131, 12.416], [-10.614, -24.808, 11.836], [-14.622, -16.842, 15.958], [-5.162, -14.163, 14.930], [-11.181, -26.502, 13.518], [-7.518, -25.303, 13.539], [-7.053, -20.117, 15.172], [-6.924, -21.764, 19.388], [-6.207, -17.492, 14.857], [-8.515, -17.902, 9.537], [-11.940, -14.979, 15.697], [-4.480, -18.551, 15.647], [-13.949, -17.111, 18.900], [-7.412, -22.232, 13.969], [-13.852, -15.518, 16.948], [-11.819, -24.360, 13.983], [-9.084, -17.270, 8.859], [-9.058, -25.390, 11.600], [-8.329, -18.892, 9.116], [-9.444, -24.710, 15.252], [-11.412, -19.421, 17.214], [-12.699, -17.233, 16.551], [-8.665, -21.146, 20.589], [-5.347, -16.303, 15.195], [-5.729, -21.059, 11.245], [-4.272, -17.029, 12.657], [-5.818, -14.978, 14.628], [-12.296, -16.946, 13.969], [-11.806, -20.035, 8.717], [-7.776, -24.278, 13.274], [-5.667, -15.065, 13.549], [-9.794, -23.909, 14.599], [-5.718, -18.453, 16.693], [-13.084, -16.253, 13.672], [-5.010, -18.331, 11.726], [-6.261, -16.852, 8.675], [-5.708, -20.242, 14.076], [-10.938, -20.004, 18.745], [-8.257, -18.613, 16.986], [-6.849, -14.715, 14.871], [-6.242, -19.136, 8.236], [-9.257, -23.949, 13.209], [-5.442, -18.472, 8.562], [-10.705, -19.225, 18.017], [-11.661, -23.808, 15.663]],
  "homo_ev": [-10.655, -10.686],
  "charge": 1,
  "multiplicity": 11
}

=====

Which of them is the most stable? Correct choice: model i.

=====

Model i:
{
  "formula": "C8H12NO",
  "method": "ωB97M-V/def2-TZVPD",
  "elements": ["H", "C", "N", "C", "C", "H", "C", "C", "H", "H", "H", "H", "H", "H", "C", "C", "H", "H", "C", "H", "O", "H"],
  "positions_angstrom": [[-2.394, 1.757, -1.339], [1.275, -1.578, -0.478], [-0.162, 0.028, -1.407], [-2.765, 2.353, -0.561], [-4.491, 2.877, 0.903], [-3.815, 3.776, 1.102], [2.935, -3.313, -0.398], [-1.102, 0.415, -1.966], [-2.157, 3.080, 0.158], [1.392, 0.478, -0.294], [0.799, -2.433, -0.933], [-4.528, 2.263, 1.760], [-5.500, 3.376, 0.754], [3.853, -3.751, -0.122], [2.548, -2.109, 0.135], [0.955, -0.333, -0.683], [2.324, -3.808, -1.224], [2.959, -0.717, 1.671], [3.492, -1.444, 1.046], [4.052, -2.194, 1.642], [-3.967, 2.141, -0.224], [4.296, -0.865, 0.460]],
  "homo_ev": -11.623,
  "charge": 1
}

=====

Model ii:
{
  "formula": "C8H12NO",
  "method": "ωB97M-V/def2-TZVPD",
  "elements": ["H", "H", "H", "H", "C", "O", "C", "H", "H", "C", "C", "C", "C", "H", "C", "H", "C", "H", "N", "H", "H", "H"],
  "positions_angstrom": [[1.017, -1.691, 2.441], [-0.116, -2.586, 1.802], [-2.051, -0.392, -0.431], [1.750, 1.428, -3.265], [0.930, 0.374, -0.561], [1.663, 1.172, -1.362], [-0.428, -0.630, 1.107], [-0.500, 2.624, 1.606], [-0.544, 2.125, -0.018], [1.312, 0.813, -2.601], [0.226, 0.719, 1.197], [0.553, -1.795, 1.517], [0.196, -0.041, -2.640], [0.892, 0.916, 2.015], [-1.039, -0.916, -0.338], [-1.694, 1.402, 0.981], [-0.074, -0.294, -1.241], [-1.169, -1.923, -0.520], [-0.752, 1.865, 0.987], [1.367, -2.008, 0.849], [-0.273, -0.483, -3.447], [-1.267, -0.678, 1.920]],
  "homo_ev": -12.567,
  "charge": 1
}

=====

Which of them is the most stable? Correct choice: model ii.

=====

Model i:
{
  "formula": "C17H22N2O5S",
  "method": "ωB97M-V/def2-TZVPD",
  "elements": ["C", "H", "C", "H", "H", "C", "H", "H", "H", "O", "N", "C", "H", "C", "H", "H", "S", "C", "O", "H", "H", "H", "H", "C", "C", "H", "C", "H", "C", "H", "O", "H", "H", "C", "C", "N", "O", "H", "H", "C", "O", "C", "C", "C", "H", "H", "C"],
  "positions_angstrom": [[-3.070, 2.639, 1.803], [1.294, -1.732, -2.672], [3.493, 0.554, 0.401], [4.558, -1.291, 0.451], [-3.804, 0.925, -2.014], [-2.546, 1.582, 1.012], [4.726, 4.248, -0.831], [5.669, 2.871, 1.025], [5.462, 2.757, -1.437], [-3.770, 2.912, -0.289], [0.074, -1.832, -0.196], [2.461, -1.609, 0.141], [-0.371, -4.352, 1.060], [4.706, 2.619, 0.573], [-1.347, -2.637, -1.421], [-2.184, 1.617, -2.229], [-0.890, -2.036, 1.130], [2.242, 1.151, 0.268], [-0.657, -0.999, 2.090], [2.542, -2.684, 0.086], [2.123, 2.221, 0.321], [-0.857, -3.828, 2.692], [0.152, 0.848, -0.026], [-3.002, 1.800, -0.254], [1.216, -1.007, -0.007], [-1.929, 0.779, 1.361], [0.510, -2.470, -2.525], [0.021, -2.647, -3.478], [1.115, 0.372, 0.069], [-2.916, 2.787, 2.851], [-2.245, -2.254, 0.692], [0.770, -3.430, 2.086], [-4.372, 4.307, 1.113], [-1.057, -0.573, -1.975], [3.586, -0.839, 0.339], [-2.194, -0.230, -1.341], [4.664, 1.205, 0.615], [0.949, -3.397, -2.166], [3.911, 3.049, 1.194], [-2.823, 1.053, -1.538], [-0.508, 0.121, -2.807], [-0.266, -3.587, 1.817], [4.642, 3.165, -0.850], [-0.510, -1.941, -1.526], [3.707, 2.890, -1.331], [-2.563, -0.839, -0.620], [-3.802, 3.412, 0.961]],
  "homo_ev": -8.379
}

=====

Model ii:
{
  "formula": "C17H22N2O5S",
  "method": "ωB97M-V/def2-TZVPD",
  "elements": ["O", "C", "H", "O", "N", "H", "C", "H", "C", "C", "H", "C", "H", "C", "H", "N", "C", "O", "C", "H", "O", "H", "H", "H", "C", "C", "S", "C", "H", "H", "H", "C", "C", "H", "H", "O", "C", "H", "H", "H", "C", "C", "H", "C", "H", "H", "H"],
  "positions_angstrom": [[-2.506, 1.770, 0.450], [0.585, 1.222, 0.832], [-3.604, -0.981, 0.431], [1.207, -0.104, -2.909], [4.110, -0.343, -2.240], [0.079, 1.987, 1.055], [-0.366, 0.079, 0.156], [-1.619, -0.298, 2.583], [2.416, -0.217, 0.354], [-5.157, -0.179, 2.574], [2.781, 2.538, -4.218], [-2.750, -0.590, 2.353], [-0.425, -1.699, -0.746], [0.262, -0.896, -0.259], [5.422, -1.734, 0.135], [-2.561, -0.841, 1.061], [2.249, 0.429, -3.630], [3.811, -0.438, 0.589], [4.481, -1.440, -0.037], [-3.800, 1.376, 2.418], [4.059, -2.815, -2.062], [2.724, 1.706, 1.344], [-2.703, 0.857, 4.789], [0.214, 3.200, -3.630], [-3.597, 0.563, 4.494], [0.615, 2.098, -3.716], [-1.972, 0.357, 0.025], [0.169, 0.911, -3.204], [2.139, -2.042, -0.469], [-0.883, 0.441, -2.840], [4.237, 0.424, -4.128], [-3.940, 0.257, 2.761], [1.448, -1.149, -0.243], [-2.937, -1.571, 2.848], [-5.870, 0.573, 3.010], [-2.437, 0.256, -1.223], [2.033, 1.841, -3.810], [-5.387, -0.429, 1.546], [3.542, -1.259, -3.891], [4.054, 0.460, -1.615], [1.797, 0.800, 0.978], [4.017, -1.573, -1.753], [-3.791, -0.460, 5.021], [3.557, -0.365, -3.487], [3.957, -2.510, 0.428], [-5.251, -1.360, 3.032], [-4.405, 1.147, 4.845]],
  "homo_ev": -8.701
}

=====

Which of them is the most stable? Correct choice: model i.